Record 1
51
Properties=species:S:1:pos:R:3 method="wB97M-V/def2-TZVPD" max_force_ha_per_bohr=0.078 multiplicity=2 total_charge=+3 de_lowest_ev=2.4930 e_tot_ha=-2376.8160 e_homo_ev="-14.88 / -14.88"
Ir -0.938 -0.429 0.455
N -3.717 -0.358 -1.854
C -3.823 -1.001 -0.719
N -2.967 -0.914 0.309
C -3.480 -1.542 1.419
C -4.690 -2.183 1.221
S -5.227 -1.992 -0.367
C -2.713 -1.487 2.577
C -3.093 -1.819 3.868
S -1.841 -1.521 4.953
C -0.818 -0.991 3.627
N -1.438 -1.011 2.439
N 0.434 -0.670 3.829
H -2.972 0.316 -1.960
H -4.116 -0.732 -2.708
H -5.256 -2.762 1.941
H -4.054 -2.189 4.204
H 0.837 -0.689 4.755
H 1.026 -0.529 3.013
O 1.161 -0.489 1.226
C 1.389 0.727 0.901
O 0.461 1.372 0.377
C 2.712 1.353 1.144
C 3.843 0.511 1.407
C 5.091 1.017 1.665
C 5.180 2.405 1.668
O 6.232 3.152 1.907
C 5.831 4.541 1.812
O 4.426 4.505 1.475
C 4.061 3.240 1.401
C 2.804 2.728 1.125
H 3.695 -0.563 1.387
H 5.953 0.388 1.849
H 6.392 5.041 1.035
H 5.975 5.035 2.761
H 1.955 3.368 0.916
N -2.093 -2.920 -5.344
C -2.428 -2.312 -4.194
O -3.489 -2.477 -3.604
C -1.448 -1.333 -3.602
C -0.846 -0.302 -4.308
C -0.134 0.664 -3.607
C -0.078 0.596 -2.231
N -0.653 -0.424 -1.552
C -1.296 -1.374 -2.238
H -2.749 -3.557 -5.769
H -1.195 -2.807 -5.779
H -0.948 -0.229 -5.386
H 0.345 1.488 -4.120
H 0.407 1.359 -1.649
H -1.707 -2.203 -1.674

***

Record 2
43
Properties=species:S:1:pos:R:3 method="wB97M-V/def2-TZVPD" max_force_ha_per_bohr=0.108 total_charge=-1 e_tot_ha=-1505.6698 e_homo_ev=-3.36
C 0.885 -1.144 1.505
C 1.888 -0.218 1.995
C 3.216 -0.687 2.217
N 4.278 -1.042 2.573
C 1.609 1.104 2.403
N 1.454 2.215 2.768
C -0.555 -0.718 1.810
C -1.037 0.510 1.414
C -2.332 0.919 1.740
C -3.139 0.088 2.520
C -2.659 -1.157 2.944
C -1.343 -1.525 2.636
H 1.036 -2.225 1.700
H -0.426 1.135 0.778
H -2.677 1.907 1.431
H -4.119 0.451 2.862
H -3.291 -1.813 3.567
H -0.951 -2.480 2.981
C -2.400 -3.855 -1.363
C -1.812 -2.647 -0.654
O -0.338 -2.685 -0.741
C 0.243 -1.471 -0.681
C 1.526 -1.556 0.139
S 2.772 -0.462 -0.611
C 2.620 -0.047 -2.333
C 1.811 1.065 -2.591
C 1.930 1.716 -3.810
C 2.860 1.293 -4.764
C 3.648 0.181 -4.482
C 3.568 -0.470 -3.267
O 3.910 -1.425 -0.651
O -0.220 -0.486 -1.261
H -3.413 -3.943 -0.931
H -2.517 -3.647 -2.444
H -1.852 -4.805 -1.204
H -2.141 -1.710 -1.149
H -2.080 -2.672 0.431
H 2.043 -2.573 0.105
H 1.115 1.429 -1.836
H 1.329 2.595 -4.005
H 2.984 1.818 -5.707
H 4.379 -0.172 -5.195
H 4.239 -1.287 -3.009